No. 1
DFT (ωB97M-V/def2-TZVPD) results for 11 unconnected molecules or ions with the total composition C22H66O11.

Each line ends with the Löwdin charge.
Element x y z (Å)
C 4.9245 -2.6920 -0.5038  -0.070
C 6.0017 -2.3731 0.5688  -0.258
O 5.4039 -1.4593 1.4976  -0.114
H 5.0497 -3.6166 -1.0672  0.064
H 4.8268 -1.8230 -1.1545  0.073
H 3.9348 -2.8451 -0.0735  0.043
H 6.9963 -2.0137 0.3048  0.115
H 6.2091 -3.2840 1.1304  0.101
H 4.7629 -1.8869 2.0703  0.042
C 1.6035 -4.5499 -1.4426  -0.067
C 2.3556 -5.3199 -2.5778  -0.292
O 3.3424 -6.2361 -2.0845  -0.091
H 0.9058 -3.7815 -1.7755  0.069
H 2.2724 -4.0205 -0.7640  0.033
H 1.0316 -5.2511 -0.8350  0.067
H 2.9054 -4.6343 -3.2225  0.102
H 1.6257 -5.8299 -3.2065  0.101
H 3.8931 -6.5089 -2.8220  0.077
C -6.4101 4.1606 0.0337  -0.085
C -6.4203 3.6503 -1.3942  -0.352
O -5.4089 2.7275 -1.5984  -0.079
H -6.4941 3.3765 0.7862  0.056
H -7.3112 4.7544 0.1875  0.070
H -5.4905 4.7061 0.2454  0.077
H -6.2391 4.4394 -2.1239  0.109
H -7.4351 3.2958 -1.5747  0.105
H -5.8697 1.9160 -1.8238  0.030
C -0.5518 -2.9677 2.4576  -0.063
C 0.3989 -4.1540 2.6119  -0.325
O 1.6566 -3.8539 2.0666  -0.074
H -0.2086 -2.1267 3.0601  0.041
H -1.5810 -3.1742 2.7511  0.085
H -0.2923 -2.7235 1.4275  0.067
H -0.1046 -5.0154 2.1731  0.111
H 0.4295 -4.3719 3.6795  0.107
H 2.1253 -4.6484 1.8006  0.097
C 7.5085 3.1937 2.5722  -0.080
C 6.4259 2.1277 2.3498  -0.381
O 7.0377 0.9692 2.0196  -0.068
H 7.0370 4.1291 2.8736  0.066
H 8.1594 3.2937 1.7036  0.072
H 8.1125 2.8803 3.4237  0.069
H 5.7305 2.4390 1.5703  0.109
H 5.9015 1.9614 3.2908  0.107
H 6.3945 0.2870 1.8134  0.047
C -4.4207 0.9662 1.1452  -0.090
C -3.1814 1.3188 1.8806  -0.375
O -3.2884 1.4146 3.2573  -0.047
H -5.1905 1.7155 1.3299  0.061
H -4.8686 0.1441 1.7035  0.076
H -4.1845 0.7155 0.1111  0.069
H -2.7856 2.2130 1.3990  0.122
H -2.5381 0.4763 1.6268  0.098
H -3.5712 0.5903 3.6601  0.086
C 1.4622 -0.6411 4.4227  -0.082
C 2.4281 -0.6963 3.2266  -0.301
O 3.4247 -1.6655 3.3875  -0.080
H 1.9333 -0.1524 5.2755  0.074
H 1.1096 -1.6256 4.7300  0.061
H 0.5456 -0.1157 4.1544  0.071
H 2.8604 0.3022 3.1610  0.117
H 1.8431 -0.9334 2.3380  0.096
H 2.9778 -2.4656 3.1016  0.057
C -1.1448 0.6860 -1.3764  -0.063
C 0.1271 -0.0418 -0.8522  -0.278
O 0.6554 0.7820 0.2051  -0.091
H -1.9127 0.0822 -1.8600  0.055
H -0.8423 1.5647 -1.9461  0.076
H -1.6970 0.9690 -0.4803  0.040
H 0.8358 -0.2049 -1.6641  0.104
H -0.0693 -1.0187 -0.4105  0.089
H 1.3482 1.3468 -0.1452  0.077
C 1.7697 5.3435 -0.1525  -0.089
C 2.2450 5.8974 1.2133  -0.294
O 3.6585 6.1401 1.1421  -0.091
H 0.7662 4.9320 -0.2614  0.063
H 2.4797 4.6112 -0.5368  0.069
H 1.6370 6.1279 -0.8976  0.063
H 2.0726 5.1041 1.9407  0.100
H 1.7728 6.8322 1.5154  0.108
H 3.7831 6.8983 1.7176  0.072
C -5.1802 -1.4181 -2.2192  -0.073
C -6.6721 -1.1758 -2.1836  -0.248
O -6.8540 0.2597 -1.9068  -0.120
H -4.6054 -0.5341 -2.4955  0.057
H -4.8489 -2.1625 -2.9432  0.077
H -4.8901 -1.6231 -1.1887  0.074
H -7.2150 -1.7445 -1.4287  0.107
H -7.2323 -1.3312 -3.1056  0.108
H -7.7410 0.5600 -2.1182  0.084
C -2.2037 -1.0306 -5.1732  -0.099
C -2.7846 0.3597 -5.1115  -0.365
O -2.9018 0.7814 -6.3973  -0.053
H -1.1878 -1.0684 -5.5664  0.074
H -2.8853 -1.7695 -5.5945  0.076
H -1.9684 -1.4981 -4.2170  0.054
H -2.0943 0.9713 -4.5306  0.108
H -3.7668 0.3467 -4.6391  0.105
H -2.1535 1.3182 -6.6682  0.096

Forces on the atoms, in the same order (eV/Å):
0.5973 0.3680 -0.1747
-1.7148 -1.0525 1.1371
1.1426 0.7887 -0.6911
0.6286 0.1295 -0.2514
-0.0130 -0.1645 -0.2935
0.1499 0.2771 0.6453
-0.4380 0.3901 -0.6633
0.1051 -0.3513 -0.0413
-0.2289 0.0329 0.2547
0.7384 -0.7108 -0.0465
0.0196 0.8400 0.1690
-0.6290 0.1189 0.6450
0.0263 -0.2111 -0.5662
0.2679 -0.1924 -0.1277
-0.0259 -0.1185 -0.0130
-0.2938 0.4535 -0.0513
-0.1185 -0.1830 0.0356
-0.0450 0.0142 -0.0346
-0.2059 0.2308 0.1131
-0.2598 1.1368 0.5224
0.2728 -1.0349 -0.3154
0.1185 -0.3410 -0.3032
0.2169 0.5415 0.0507
-0.1659 0.2203 0.0540
-0.2728 0.5291 0.1931
-0.0354 -0.5488 -0.3286
0.4263 -0.7227 0.0006
1.7098 0.1473 -0.2795
-1.7105 -0.2742 1.4681
0.3441 0.4229 -0.1417
0.0021 -0.0305 0.0212
0.0660 -0.1766 -0.5967
-1.2543 0.5678 -0.3362
0.3995 -0.1977 -0.4602
0.6119 -0.2460 0.2366
-0.1019 -0.1567 0.0603
-0.5761 -0.4384 0.4739
-0.1065 1.7473 0.6762
1.5734 -2.0312 -0.9477
0.0998 0.1884 -0.3291
-0.1750 0.1648 -0.0166
0.1786 -0.0789 -0.0582
-0.2858 0.2651 -0.0275
-0.5184 0.4599 0.2042
-0.2603 -0.4372 0.0387
-1.5023 -0.0701 1.2574
0.7955 -1.1536 -1.4380
-0.1121 1.0947 1.0400
0.0923 0.3885 -0.8927
0.0565 -0.8084 -0.4442
-0.5112 0.2094 0.0388
0.3708 0.2575 0.7750
0.8779 0.1157 0.0420
-0.0319 -0.1283 -0.3090
0.0085 -0.1240 -0.1020
-1.4178 0.6801 0.6302
0.4785 -0.4320 0.0900
-0.0859 -0.0571 0.0440
0.3088 -0.2270 0.0427
0.1074 0.3923 -0.0519
0.2979 -0.1862 -0.4261
0.0917 0.3387 -0.2827
-0.0005 -0.6438 0.0899
0.1572 -0.7415 1.0509
-0.8105 0.7868 -0.0591
0.2192 -0.5051 -0.3314
0.5094 -0.2540 -0.7377
-0.3214 -0.0584 -0.0456
0.2519 0.5627 0.0799
0.2375 0.1126 0.0558
-0.2657 0.0478 0.0095
0.0306 0.0241 -0.0327
-0.2289 0.9107 -0.4481
-0.0163 -1.0161 -0.9104
-0.4155 0.1874 -0.0130
-0.0702 -0.4849 1.0955
0.0652 0.0643 0.1165
0.8175 0.3765 -0.0630
-0.1556 0.1926 0.3687
-0.4743 -0.2261 -0.1107
0.4762 -0.0310 -0.0343
0.1280 0.1284 0.2995
-0.9989 1.7426 -0.5854
0.3984 -0.3985 0.2897
-0.4352 0.3384 -0.0884
-0.2552 -0.4130 0.3892
0.3997 -0.4529 -0.1854
0.3544 -0.1085 0.2416
0.5044 -0.4145 -0.3566
-0.1724 -0.3622 -0.0309
0.4754 -1.4240 1.4212
0.9769 -1.3375 1.4851
-0.6869 1.4866 -2.4007
-0.2690 0.2391 -0.9532
0.1710 0.2532 -0.7021
-0.4229 0.3678 0.8022
-0.2136 0.3339 0.2252
-0.0167 0.1547 0.0684
-0.0278 -0.0642 0.0817

The value obtained for the relative energy (zero: lowest compared OMol25 entry of this formula, charge and spin) is 4.910 eV. Its total energy is -46401.8326 eV. Its SMILES is CCO.CCO.CCO.CCO.CCO.CCO.CCO.CCO.CCO.CCO.CCO. The HOMO energy is -9.2 eV. The spin multiplicity is 1.

=====

No. 2
DFT (ωB97M-V/def2-TZVPD) results for a molecular structure, C11H15ClNO4RhSr.

Each line ends with the Löwdin charge.
Element x y z (Å)
Rh 1.8355 1.0443 0.8654  0.625
Cl 2.1192 0.0658 2.8022  -0.219
C 3.3539 1.4854 -0.3110  -0.325
H 3.3951 2.5640 -0.5696  -0.017
H 3.9394 0.9079 -1.0670  -0.041
H 3.8671 1.3567 0.6802  -0.045
Sr 2.3051 -1.5038 -1.9799  1.121
C 1.9336 -3.4129 -3.5897  -0.413
C 4.2143 -0.5373 -3.5834  -0.367
C -0.1147 -0.1165 -3.5135  -0.288
H 3.8415 0.3296 -4.1451  -0.097
H 5.2747 -0.3369 -3.3406  -0.120
H 4.1967 -1.3753 -4.2907  -0.115
H 0.9886 -3.1214 -4.0780  -0.095
H 2.7610 -3.3942 -4.3170  -0.103
H 1.8470 -4.3622 -3.0305  -0.124
H -0.2425 0.8886 -2.9069  -0.174
H -1.0622 -0.4083 -3.0343  -0.233
O -0.0384 -0.8044 0.1934  -0.095
C -0.5905 0.2856 0.5760  -0.643
O -0.2209 1.4570 0.2190  -0.146
C -1.8326 0.3369 1.4979  -0.093
C -2.9065 1.1528 1.1811  -0.006
C -3.9697 1.3386 2.0857  0.016
C -3.9011 0.6762 3.3227  -0.169
C -2.7834 -0.1612 3.6764  0.011
C -1.7948 -0.3090 2.7491  -0.021
N -4.7685 1.0988 4.3779  -0.329
O -5.6237 2.0003 4.1970  0.022
O -4.5500 0.6131 5.5154  0.010
H -2.8838 1.6302 0.2062  0.125
H -4.8025 2.0493 1.8846  0.123
H -2.8252 -0.4909 4.7389  0.123
H -0.9619 -0.9470 2.9881  0.102

Forces on the atoms, in the same order (eV/Å):
-1.8506 0.6706 -1.9529
0.2825 -1.1565 2.6220
2.1683 0.3740 -0.9213
-0.1214 -0.4617 0.0604
-0.6926 0.3234 0.4088
0.6382 0.2087 -0.3645
-0.9390 1.3442 -0.9347
-0.0206 -0.3136 0.2953
0.3507 0.0291 0.4204
0.1845 1.4564 1.7763
-0.0764 0.0887 0.1193
-0.0788 -0.0095 -0.0933
0.0676 -0.1186 -0.0530
0.2357 -0.2136 0.1755
-0.2014 -0.3081 0.1909
-0.0099 -0.1478 -0.5895
0.9003 -0.4403 -1.0124
-0.7587 -1.1495 -0.2844
-1.0340 2.0180 1.4485
0.1421 -1.1616 -1.5760
-0.1470 -0.5811 0.7736
0.5980 -0.5230 0.3612
-0.6003 -0.0293 0.0145
0.0986 0.0076 0.0715
1.6341 0.1080 -0.8991
-2.3322 1.4233 0.6708
0.3979 -0.5602 -0.3994
-1.0496 1.0022 2.4221
1.4499 -1.8679 -0.0082
-0.8173 0.7413 -1.7908
-0.1502 0.1498 0.2120
0.7908 -0.7669 0.1457
0.5602 -0.1458 -1.2271
0.3802 0.0095 -0.0821

The value obtained for the relative energy (zero: lowest compared OMol25 entry of this formula, charge and spin) is 3.435 eV. Its charge is -2. Its total energy is -37686.7422 eV. The HOMO energy (alpha / beta) is 0.0 / -0.6 eV. The spin multiplicity is 5.

=====

No. 3
DFT (ωB97M-V/def2-TZVPD) results for 7 unconnected molecules or ions with the total composition C31H52F3N8O8S3.

Each line ends with the Löwdin charge.
Element x y z (Å)
O -3.4333 -3.0517 -2.3324  0.057
C -2.7817 -4.0437 -1.8874  -0.360
O -3.4775 -5.2185 -1.3743  -0.004
C -1.1469 -4.1500 -1.8226  -0.140
S -0.2891 -2.5549 -1.4271  0.636
O 1.2116 -2.7412 -1.6607  -0.391
O -0.7322 -1.5565 -2.5027  -0.390
N -0.6919 -1.8439 0.0798  -0.273
S -0.9761 -2.9898 1.3140  0.607
O -1.0603 -2.1718 2.6345  -0.408
O -2.2867 -3.7440 1.2121  -0.350
S 0.5749 -4.4139 1.6089  0.715
O 0.0447 -5.7896 1.2564  -0.361
O 1.8885 -4.0842 0.9445  -0.341
C 0.9569 -4.4626 3.4714  -0.386
F 1.7092 -3.2789 3.8482  0.035
F 1.7352 -5.6334 3.8175  0.041
F -0.2458 -4.5597 4.2666  0.027
H -3.9867 -4.8722 -0.5947  0.118
H -0.7961 -5.0533 -1.1767  0.114
H -0.8293 -4.4261 -2.9102  0.137
C -3.5497 0.3400 -2.3920  -0.104
C -2.5270 1.2764 -3.0303  -0.269
C -2.7452 2.7451 -2.6590  -0.184
C -4.1033 3.1959 -3.1287  -0.192
N -5.1801 3.5529 -3.5028  0.115
H -4.5658 0.5612 -2.7322  0.067
H -3.3318 -0.6983 -2.6629  0.042
H -3.5261 0.4189 -1.3002  0.085
H -2.5699 1.1595 -4.1187  0.111
H -1.5248 0.9730 -2.7129  0.084
H -1.9797 3.3691 -3.1286  0.107
H -2.6766 2.8817 -1.5758  0.117
C 1.7212 1.8380 -4.5731  -0.111
C 2.7369 1.1670 -3.6541  -0.267
C 2.1042 0.5999 -2.3815  -0.173
C 1.4607 1.7103 -1.5933  -0.200
N 0.9512 2.5921 -0.9683  0.123
H 1.2493 2.6994 -4.0923  0.067
H 2.2114 2.2016 -5.4803  0.069
H 0.9356 1.1352 -4.8687  0.079
H 3.5123 1.8950 -3.3911  0.107
H 3.2289 0.3560 -4.1999  0.109
H 2.8681 0.1187 -1.7646  0.108
H 1.3470 -0.1502 -2.6301  0.088
C -5.9381 3.9144 -6.9180  -0.120
C -5.4509 4.4437 -8.2628  -0.280
C -4.2616 3.6558 -8.8169  -0.193
C -3.1001 3.7427 -7.8619  -0.202
N -2.1793 3.8120 -7.1051  0.124
H -5.1679 4.0001 -6.1474  0.041
H -6.8038 4.4871 -6.5755  0.074
H -6.2337 2.8631 -6.9941  0.079
H -5.1776 5.4984 -8.1509  0.110
H -6.2748 4.3995 -8.9821  0.103
H -3.9590 4.0636 -9.7854  0.108
H -4.5300 2.6051 -8.9603  0.115
C -2.3919 2.3586 4.5962  -0.120
C -0.9449 1.9372 4.8309  -0.272
C -0.2276 1.5281 3.5434  -0.191
C -0.9333 0.3541 2.9162  -0.088
N -1.5000 -0.5919 2.4149  0.030
H -2.9914 1.5366 4.1958  0.069
H -2.8548 2.6692 5.5372  0.065
H -2.4471 3.1983 3.8959  0.074
H -0.9290 1.1064 5.5446  0.110
H -0.4030 2.7685 5.2927  0.104
H 0.8067 1.2491 3.7627  0.064
H -0.2113 2.3592 2.8318  0.115
C 5.7812 0.3020 1.9959  -0.124
C 4.3616 -0.0315 1.5491  -0.257
C 3.3949 1.1432 1.7152  -0.179
C 3.3188 1.5425 3.1656  -0.207
N 3.2572 1.8589 4.3159  0.123
H 5.8222 0.5448 3.0618  0.068
H 6.4417 -0.5539 1.8328  0.074
H 6.1798 1.1516 1.4333  0.009
H 4.0018 -0.8924 2.1227  0.112
H 4.3811 -0.3319 0.4970  0.104
H 2.3963 0.8601 1.3696  0.105
H 3.7275 2.0015 1.1241  0.115
C 6.8295 5.2291 2.7623  -0.108
C 8.2769 4.8056 2.9901  -0.274
C 8.9887 4.3983 1.6978  -0.186
C 8.2796 3.2270 1.0713  -0.166
N 7.7178 2.2977 0.5757  0.143
H 6.2272 4.4087 2.3627  0.068
H 6.3712 5.5379 3.7052  0.075
H 6.7723 6.0705 2.0641  0.077
H 8.2948 3.9733 3.7018  0.113
H 8.8217 5.6352 3.4514  0.106
H 10.0236 4.1171 1.9113  0.112
H 9.0029 5.2304 0.9880  0.115
C -4.1958 -8.4549 5.3042  -0.120
C -3.1668 -7.5196 4.6776  -0.270
C -3.3885 -6.0530 5.0531  -0.180
C -4.7437 -5.6029 4.5744  -0.199
N -5.8180 -5.2461 4.1948  0.119
H -5.2083 -8.2314 4.9569  0.068
H -3.9816 -9.4921 5.0327  0.069
H -4.1815 -8.3787 6.3964  0.074
H -3.2012 -7.6331 3.5889  0.115
H -2.1666 -7.8236 5.0013  0.108
H -2.6197 -5.4273 4.5915  0.099
H -3.3284 -5.9204 6.1373  0.116

Forces on the atoms, in the same order (eV/Å):
3.2984 -4.8022 2.0841
-2.2672 2.6095 -0.4179
1.3827 2.5846 -0.0607
-1.1874 -1.8487 -0.7932
2.9985 3.6852 -4.2461
-4.0074 -0.6153 1.7004
0.0698 -2.5208 3.2946
0.4961 -4.1093 0.3084
-6.2433 4.2673 2.9672
3.9844 -9.1797 -2.8790
3.7400 0.8256 -1.0220
4.4247 -5.3911 -3.6265
0.8245 3.6097 1.5068
-3.4565 -0.1240 2.3404
0.4065 0.2237 3.7022
-2.2901 -3.6798 -0.9290
-2.0820 3.4919 -1.2594
3.4132 0.4043 -2.1145
0.4586 -0.3505 -0.9558
-0.7525 1.8641 -0.7674
-0.2922 0.9443 1.8809
0.0444 -0.1908 -0.0878
-0.0896 -0.4154 0.0388
-0.7325 0.0555 -0.4710
-3.3727 1.4313 -1.0839
4.4680 -1.5080 1.5228
0.0455 0.0941 0.0423
0.0282 0.2509 0.1545
0.0099 -0.0433 -0.0861
0.0755 0.1294 0.0785
-0.0802 0.1108 -0.0202
-0.2085 0.0844 0.0355
-0.1155 0.0312 -0.1098
-0.0095 0.0041 -0.1107
0.0256 0.2436 -0.2543
-0.2557 0.7701 0.2573
-1.7263 2.5790 2.2001
2.1735 -3.6161 -2.6223
0.0034 -0.1081 0.0109
-0.0705 -0.0467 0.0461
0.0522 0.0922 0.0431
-0.0174 -0.1278 0.0349
-0.0377 -0.0163 0.1815
-0.2156 0.0466 0.0943
-0.0497 0.0736 0.1995
0.0141 0.0408 0.0255
-0.3152 0.0799 0.2485
0.5723 0.3051 0.6521
3.1426 0.0346 2.2700
-3.8972 -0.2456 -3.1749
-0.1041 -0.0705 -0.0692
0.0767 -0.0974 -0.0070
0.0323 0.0911 0.0534
0.0430 -0.1158 -0.1199
0.1661 -0.0036 -0.0822
0.1492 -0.0971 0.1360
0.1354 0.0702 0.1031
-0.1131 0.0120 0.0874
-0.2416 0.0994 0.1325
-0.1772 -1.1853 -0.1286
-1.7014 -2.8144 -1.7392
-0.7883 12.1045 1.1972
0.1175 0.0700 -0.0503
0.0318 0.0366 -0.0737
-0.0202 -0.0887 0.0422
0.1098 0.0600 -0.1073
0.0879 -0.1115 -0.0817
-0.1173 0.1165 0.0123
-0.0715 -0.1341 -0.0278
-0.0184 0.0760 -0.0429
0.3283 -0.2720 0.1716
0.0086 -0.0731 0.8724
-0.3091 1.2430 3.5730
0.3374 -1.3369 -4.7892
-0.0794 0.0009 -0.0381
-0.0241 0.1000 -0.0351
-0.1551 -0.3440 0.2038
-0.1354 0.1013 -0.1568
-0.1491 0.0619 0.0832
-0.0040 0.1652 0.1503
-0.0764 0.0119 0.1687
-0.0729 0.0409 0.0461
-0.2880 0.1008 0.2301
-0.5123 -0.7532 -0.0872
-1.5747 -2.9729 -1.8411
2.6245 4.1700 1.9165
0.0813 0.0644 -0.0032
0.0346 -0.0088 -0.1146
-0.0228 -0.0797 0.0542
0.1062 0.0668 -0.1157
0.0804 -0.1139 -0.0938
-0.1199 -0.0928 -0.1650
-0.0610 -0.1713 -0.0281
-0.0155 -0.1070 0.0033
-0.0789 -0.3459 -0.0314
-0.7353 0.1040 -0.5315
-3.3972 1.4631 -1.1208
4.4894 -1.6015 1.6074
0.0869 0.0570 0.0571
-0.0059 0.0765 0.0681
-0.0331 -0.0212 -0.0846
0.0883 0.1329 0.1178
-0.0339 0.1643 -0.0592
-0.2263 0.0696 0.0165
-0.1321 0.0540 -0.1075

Its charge is -1. Its total energy is -101940.4174 eV. The HOMO energy is -5.0 eV. The spin multiplicity is 1.

=====

No. 4
DFT (ωB97M-V/def2-TZVPD) results for C2H2OS2 in the gas phase.

Each line ends with the Löwdin charge.
Element x y z (Å)
O 1.4947 1.2594 0.0275  0.033
C 0.8275 0.2801 -0.0428  -0.850
S 1.3149 -1.4494 -0.0618  0.760
C -0.7292 0.5329 -0.1581  -0.603
S -1.8836 -0.5697 -0.0118  0.755
H -0.0297 -1.6877 0.3092  -0.177
H -0.9945 1.6344 -0.0622  0.082

Forces on the atoms, in the same order (eV/Å):
0.9419 0.2498 0.0433
-1.6488 -0.5054 -0.5494
-1.1963 0.8611 0.6063
0.0110 0.7925 1.2532
0.0596 0.2692 -0.2312
1.2381 -0.3613 -0.5507
0.5945 -1.3059 -0.5715

The value obtained for the relative energy (zero: lowest compared OMol25 entry of this formula, charge and spin) is 0.765 eV. Its total energy is -25822.9772 eV. Its SMILES is O=C(S)C=S. The HOMO energy is -9.5 eV. The spin multiplicity is 1.